# 1
Formula: C7H8Cl2F6INO5PS2
Source: the OMol25 dataset
Level of theory: ωB97M-V/def2-TZVPD

XYZ file:
```
33
Properties=species:S:1:pos:R:3:forces:R:3
C -3.089981 2.871327 2.415882 0.95 0.02 0.27
C -2.395109 1.771304 3.391623 -0.69 -0.25 -1.09
Cl -2.510533 2.362727 5.153108 0.24 -0.51 -1.28
C -3.132267 0.329041 3.262285 1.25 -0.12 0.62
Cl -4.939133 0.577369 3.609576 1.49 -0.51 -0.42
P -2.878202 -0.331149 1.473264 -0.48 0.72 -0.80
C -1.062134 -0.909727 1.256654 1.00 0.08 -0.19
C -0.209064 -0.856731 2.600006 -1.15 -3.31 2.82
O -0.432735 -1.602987 3.591223 0.62 3.18 -4.30
I 1.505815 0.511310 2.849592 -0.87 -0.45 -0.47
H -3.818337 3.489513 3.033004 0.96 -0.80 -0.98
H -3.602604 2.398288 1.514696 0.63 0.43 1.40
H -2.243557 3.528863 1.988849 -1.43 -0.83 0.83
H -1.273085 1.689243 3.145647 -1.80 -0.07 0.54
H -2.680592 -0.454633 3.966949 -0.97 1.45 -0.55
H -3.714035 -1.512308 1.333928 0.83 0.38 0.91
H -0.631584 -0.232223 0.428508 -0.44 -0.95 1.52
H -1.033139 -1.974771 0.812387 -0.03 1.53 1.04
C 2.637449 -1.932204 -5.361115 1.26 0.33 -1.47
F 2.124080 -2.839562 -6.215651 -0.14 0.25 0.71
F 3.942988 -2.247389 -5.203668 -0.55 0.00 0.24
F 2.618307 -0.743165 -6.005328 -0.25 -0.35 0.42
S 1.743342 -1.871783 -3.769551 -1.36 -1.45 -0.42
O 1.893998 -3.205587 -3.217254 0.27 1.03 -0.23
O 0.384602 -1.508637 -4.129588 1.04 0.16 0.25
N 2.622889 -0.731618 -3.102884 -0.75 -0.32 0.56
S 2.150405 -0.352691 -1.638239 -0.64 0.01 1.42
O 2.377444 -1.352076 -0.609186 0.03 0.53 -0.81
O 0.886609 0.356927 -1.532656 0.73 -0.31 -0.30
C 3.419281 0.923785 -1.322598 1.52 1.23 -0.22
F 3.362381 1.938056 -2.214728 -0.32 -0.47 0.26
F 4.675940 0.432604 -1.403337 -0.62 -0.15 0.08
F 3.300558 1.478883 -0.101396 -0.34 -0.48 -0.36
```
Forces are in eV/Å.

Properties
molar mass: 593.05 g/mol
gap between HOMO and LUMO: 0.3305 hartree
energy: -99526.112 eV
E_HOMO: -6.96 eV
charge: -1

# 2
Formula: CH3N2O2
Source: the OMol25 dataset
Level of theory: ωB97M-V/def2-TZVPD

XYZ file:
```
8
Properties=species:S:1:pos:R:3:forces:R:3
C 1.342194 -0.368435 -1.784921 -2.17 -0.55 1.20
N -0.289353 0.240749 0.436614 0.26 -2.08 2.13
N -0.226278 -0.949036 -0.467368 4.78 1.25 2.05
O 1.109607 -0.900389 -2.830535 0.29 -0.30 -0.55
O 2.019697 0.409363 -1.184406 0.46 0.16 0.13
H 0.489884 0.247453 1.186102 -1.57 -0.09 -2.35
H -0.295102 1.061199 -0.110022 0.72 1.13 -0.37
H -0.962809 -0.761912 -1.037756 -2.78 0.47 -2.26
```
Forces are in eV/Å.

Properties
molar mass: 75.05 g/mol
ΔE to the lowest compared entry with this formula, charge and spin: 33.0 kcal/mol
gap between HOMO and LUMO: 0.2424 hartree
energy: -8160.084 eV
E_HOMO: -2.16 eV
charge: -1

# 3
Formula: C28H22Cl3N8OS4V
Source: the OMol25 dataset
Level of theory: ωB97M-V/def2-TZVPD

XYZ file:
```
67
Properties=species:S:1:pos:R:3:forces:R:3
V -0.602667 0.199345 0.048115 0.08 -0.64 -1.09
C -1.417078 -2.055361 3.511982 -0.05 0.16 -0.17
C -1.169624 -0.999867 2.471541 -0.21 0.12 0.82
N -0.660830 -1.260196 1.260841 0.25 0.22 0.09
N -0.303711 -2.553395 0.979948 0.03 -0.78 0.18
C 0.001282 -2.762841 -0.265814 -0.11 0.11 0.40
N 0.387295 -4.035270 -0.610764 0.16 0.11 0.02
S -0.090800 -1.595922 -1.535025 -0.08 -0.04 -0.33
C -1.379147 0.373642 2.707631 0.26 -0.83 -0.23
C -1.848182 0.940913 3.910254 -0.19 0.53 0.30
C -1.896220 2.304673 4.043205 -0.03 -0.55 0.19
C -1.475590 3.117248 2.971249 0.15 -0.05 -0.47
C -1.062556 2.518198 1.808957 -0.10 0.70 0.45
N -1.019555 1.179709 1.647806 -0.38 0.17 0.88
H -0.961360 -2.984774 3.182964 -0.02 -0.03 0.06
H -2.488775 -2.222439 3.661854 0.02 -0.05 0.03
H -0.985014 -1.757720 4.469760 -0.01 -0.06 0.02
H 0.755632 -4.611146 0.129089 -0.04 0.07 0.07
H 0.861462 -4.100295 -1.494367 0.02 -0.04 -0.01
H -2.161989 0.294697 4.719308 0.03 -0.02 -0.01
H -2.232759 2.750422 4.970797 -0.04 0.00 -0.01
H -1.481415 4.195119 3.047678 0.00 0.00 -0.03
H -0.756733 3.113042 0.957114 0.02 -0.10 -0.05
S 1.584979 0.965398 0.032187 0.52 0.43 0.06
C 1.064257 2.074534 -1.182068 0.52 0.31 -0.22
S -0.587847 1.926036 -1.633893 -0.10 0.35 -0.40
C 1.917850 3.028915 -1.727270 -0.20 -0.22 0.12
C 3.251664 3.178508 -1.270462 0.27 0.02 0.13
N 4.333438 3.333313 -0.898089 -0.06 -0.03 -0.05
C 1.493359 3.912506 -2.750364 -0.12 0.19 -0.23
N 1.177187 4.638714 -3.590608 0.00 -0.04 0.07
Cl -1.568810 -5.907823 -2.079363 -0.13 -0.31 -0.16
C -2.809748 -4.713248 -2.193725 -0.19 0.17 -0.02
C -3.076123 -3.878929 -1.119340 0.05 -0.08 0.10
C -4.090727 -2.946223 -1.230695 -0.14 -0.06 0.04
C -4.853634 -2.815205 -2.390702 -0.02 -0.14 -0.15
C -5.914054 -1.740000 -2.513003 0.20 0.21 -0.11
C -5.237391 -0.371673 -2.776227 -0.30 -0.34 0.11
N -4.419955 0.046804 -1.662197 0.12 0.05 -0.08
C -4.860104 0.571803 -0.468926 -0.01 -0.03 0.18
C -3.780543 0.583727 0.358103 -0.18 -0.23 0.19
N -2.697700 0.049101 -0.298006 -0.16 0.54 -0.76
C -3.108372 -0.231367 -1.515734 -0.20 -0.10 0.08
O -6.741358 -1.586258 -1.377109 0.12 -0.10 0.17
C -7.664289 -2.648515 -1.148950 -0.02 0.07 -0.05
C -7.091008 -3.844151 -0.439259 0.07 0.30 0.14
C -6.651931 -3.819861 0.852626 0.11 -0.35 -0.15
Cl -6.700675 -2.483240 1.918640 0.03 0.06 0.03
S -5.950760 -5.317916 1.341912 -0.17 0.23 -0.21
C -6.281939 -6.007256 -0.197085 0.07 0.01 0.20
C -6.884941 -5.120927 -1.029036 0.10 -0.14 -0.09
C -4.536278 -3.654514 -3.457701 0.11 0.03 0.31
Cl -5.390742 -3.554439 -4.972192 -0.10 0.02 -0.13
C -3.531204 -4.604135 -3.369638 0.07 -0.03 -0.03
H -2.488168 -3.949384 -0.213114 0.01 0.02 -0.02
H -4.302953 -2.302130 -0.386147 -0.06 0.00 0.04
H -6.549953 -1.959051 -3.375223 0.04 0.01 -0.07
H -6.005780 0.376718 -2.967168 0.03 0.04 0.02
H -4.598599 -0.465221 -3.653093 -0.03 0.05 -0.06
H -5.880664 0.871300 -0.318932 -0.03 -0.03 -0.01
H -3.724117 0.910444 1.383089 0.08 0.07 -0.04
H -2.487249 -0.645872 -2.292843 -0.03 0.00 -0.02
H -8.096535 -2.970975 -2.103265 -0.04 0.01 0.01
H -8.454940 -2.202356 -0.544356 0.00 -0.02 -0.02
H -5.999081 -7.029018 -0.392494 -0.01 0.02 -0.04
H -7.160668 -5.357210 -2.047967 0.01 0.03 -0.01
H -3.307985 -5.240258 -4.214015 -0.01 -0.01 0.01
```
Forces are in eV/Å.

Properties
expectation value of S²: 0.809
molar mass: 772.11 g/mol
spin multiplicity: 2
gap between HOMO and LUMO (spin up / spin down): 0.1914 / 0.1980 hartree
energy: -149961.119 eV
E_HOMO (spin up / spin down): -3.44 / -3.62 eV
charge: -1

# 4
Formula: H12O6
Source: the OMol25 dataset
Level of theory: ωB97M-V/def2-TZVPD

XYZ file:
```
18
Properties=species:S:1:pos:R:3:forces:R:3
O 1.178089 -13.156796 19.765814 0.50 -0.46 1.54
H 0.829047 -12.887475 20.615451 -0.16 0.05 0.33
H 0.743516 -13.989352 19.580822 -0.21 -0.52 0.16
O 1.287109 -12.083474 17.658807 -0.24 0.87 -2.11
H 2.242245 -12.050315 17.712364 0.11 -0.02 -0.02
H 1.005706 -12.328898 18.540166 0.27 0.11 0.48
O -3.531189 -15.159850 19.824640 0.68 -3.52 0.38
H -3.297492 -14.240497 19.952670 -0.14 0.21 0.76
H -2.767276 -15.646926 20.133557 0.11 -0.54 -0.06
O -1.254197 -14.030151 18.847939 4.73 -2.57 2.73
H -0.530412 -13.539493 18.458546 0.05 0.09 -0.26
H -2.041628 -13.626030 18.483432 1.58 -0.87 1.58
O -4.043591 -13.089998 19.508237 -3.32 3.66 2.72
H -4.900610 -13.500611 19.393603 -0.27 -0.07 0.48
H -3.589467 -13.247296 18.680425 -2.04 0.34 1.05
O -2.810806 -13.137136 17.791468 -1.52 3.02 -9.26
H -2.769314 -13.744204 17.052571 -0.13 -0.59 -0.52
H -2.461350 -12.315349 17.446819 -0.01 0.82 0.02
```
Forces are in eV/Å.

Properties
molar mass: 108.09 g/mol
ΔE to the lowest compared entry with this formula, charge and spin: 133.3 kcal/mol
gap between HOMO and LUMO: 0.3749 hartree
energy: -12475.334 eV
E_HOMO: -10.21 eV
charge: 0

# 5
Formula: C2H6BN2O7S2
Source: the OMol25 dataset
Level of theory: ωB97M-V/def2-TZVPD

XYZ file:
```
20
Properties=species:S:1:pos:R:3:forces:R:3
C -1.817935 1.538972 0.340240 0.10 -0.96 0.23
C -2.229084 0.040852 0.312135 0.33 0.00 -0.13
B -1.311958 -0.638348 -0.740002 -0.17 -0.10 0.54
O -1.650143 -0.656392 -2.060312 0.08 1.02 -0.73
S 0.309794 -1.492337 -0.338414 -0.05 0.11 0.06
O 1.255056 -1.088630 -1.356083 0.49 0.58 -0.22
O -0.032343 -2.884287 -0.392278 -0.70 -1.14 0.29
N 0.753702 -1.158896 1.189240 0.70 0.13 -1.24
S 1.808657 0.007479 1.316082 -0.55 -0.11 0.38
O 2.233176 0.063284 2.658282 0.82 -0.24 1.65
O 1.398362 1.256520 0.763812 -0.18 0.65 -0.97
O 3.189985 -0.465517 0.495038 -0.30 0.09 -0.02
N 3.466022 0.366617 -0.637519 -0.04 -0.08 -0.19
O 4.280677 -0.125311 -1.303766 0.08 -0.02 0.17
H -0.917180 1.632783 0.926410 0.28 0.26 0.08
H -2.608131 2.128859 0.779543 -0.20 0.33 0.00
H -1.598179 1.858641 -0.669794 -0.06 0.49 -0.22
H -3.251803 -0.019883 -0.033037 -0.42 -0.21 0.02
H -2.103081 -0.418218 1.283304 -0.17 0.03 0.36
H -1.175594 0.053812 -2.532882 -0.04 -0.84 -0.05
```
Forces are in eV/Å.

Properties
molar mass: 245.02 g/mol
gap between HOMO and LUMO: 0.3280 hartree
energy: -41830.397 eV
E_HOMO: -5.90 eV
charge: -1

# 6
Formula: C3H9NO2S2
Source: the OMol25 dataset
Level of theory: ωB97M-V/def2-TZVPD

XYZ file:
```
17
Properties=species:S:1:pos:R:3:forces:R:3
S 2.086818 0.250269 2.859473 0.65 0.08 0.42
S 0.343717 0.797935 1.991536 0.42 -0.55 -0.87
C 0.337808 -0.437602 0.614646 -0.82 -0.27 -0.27
C 0.073456 0.244055 -0.758710 2.06 -0.40 0.69
N -0.312440 -0.793150 -1.710855 0.59 0.60 0.25
C -0.083696 -0.648930 -3.047536 -2.41 -1.13 -1.20
O -0.543170 -1.498810 -3.813389 1.29 0.95 0.33
H 2.954915 0.834564 2.003859 -0.13 0.03 0.16
H 1.195895 -1.127700 0.571050 0.13 0.86 0.27
H -0.473338 -1.126229 0.887702 -0.25 0.25 -0.39
H 1.096261 0.694947 -1.129380 -2.16 -0.42 0.78
H -0.691709 1.019815 -0.577044 0.33 -0.17 -0.58
H -0.593038 -1.736021 -1.395136 0.16 1.02 -0.36
H 0.301886 0.335575 -3.447497 0.11 -0.83 0.80
H -3.067541 0.349894 -1.083660 3.04 -1.61 0.62
H -4.228291 0.335968 -1.978639 -0.38 -0.24 -0.56
O -3.852069 0.780665 -1.229336 -2.61 1.81 -0.10
```
Forces are in eV/Å.

Properties
molar mass: 155.24 g/mol
SMILES string: O=CNCCSS.O
ΔE to the lowest compared entry with this formula, charge and spin: 31.8 kcal/mol
gap between HOMO and LUMO: 0.3589 hartree
energy: -30511.985 eV
E_HOMO: -9.43 eV
charge: 0